{
  "formula": "C53H81F5O17S5",
  "method": "ωB97M-V/def2-TZVPD",
  "elements": ["C", "C", "O", "S", "C", "O", "O", "H", "H", "H", "H", "H", "H", "H", "H", "C", "C", "O", "S", "C", "O", "O", "H", "H", "H", "H", "H", "H", "H", "H", "C", "C", "O", "S", "C", "O", "O", "H", "H", "H", "H", "H", "H", "H", "H", "C", "C", "O", "S", "C", "O", "O", "H", "H", "H", "H", "H", "H", "H", "H", "C", "C", "O", "S", "C", "O", "O", "H", "H", "H", "H", "H", "H", "H", "H", "F", "C", "C", "C", "C", "C", "C", "H", "H", "H", "H", "H", "F", "C", "C", "C", "C", "C", "C", "H", "H", "H", "H", "H", "F", "C", "C", "C", "C", "C", "C", "H", "H", "H", "H", "H", "F", "C", "C", "C", "C", "C", "C", "H", "H", "H", "H", "H", "F", "C", "C", "C", "C", "C", "C", "H", "H", "H", "H", "H", "C", "C", "C", "O", "C", "H", "H", "H", "H", "H", "H", "H", "H", "C", "C", "C", "O", "C", "H", "H", "H", "H", "H", "H", "H", "H"],
  "positions_angstrom": [[-2.850040, 3.577907, 2.450539], [-2.840413, 3.518774, 3.993862], [-3.550793, 4.662767, 4.484049], [-4.784881, 4.469635, 5.572211], [-4.623059, 6.076542, 6.352142], [-6.044016, 4.446354, 4.879548], [-4.426281, 3.426670, 6.522689], [-2.557743, 4.530436, 2.010139], [-3.846100, 3.357525, 2.069619], [-2.104479, 2.835433, 2.158168], [-3.242617, 2.572098, 4.354422], [-1.808132, 3.607643, 4.337857], [-4.936913, 6.875802, 5.686444], [-3.598392, 6.254468, 6.666432], [-5.284900, 6.031235, 7.215215], [-2.121669, -0.696494, -5.850476], [-1.610657, -2.113628, -6.178807], [-0.222979, -2.422176, -6.113321], [0.861755, -1.263087, -6.315560], [2.269934, -2.308839, -6.535451], [0.587592, -0.612716, -7.586107], [0.961845, -0.496704, -5.111910], [-1.528821, 0.088735, -6.310447], [-2.196607, -0.642602, -4.762358], [-3.150186, -0.596931, -6.197002], [-2.116679, -2.842126, -5.545543], [-1.977405, -2.355869, -7.181634], [2.007163, -3.109413, -7.224828], [2.513562, -2.680645, -5.543443], [3.049168, -1.771238, -7.070358], [-3.396598, -2.098009, 5.932365], [-2.116317, -1.330651, 5.662692], [-1.054147, -2.320412, 5.561457], [0.168155, -1.978387, 4.529989], [0.662667, -0.300510, 5.097491], [1.243674, -2.891289, 4.803394], [-0.355991, -1.850148, 3.188675], [-4.260751, -1.440562, 5.973396], [-3.248389, -2.688254, 6.834045], [-3.575737, -2.785105, 5.102392], [-2.137863, -0.671895, 4.797457], [-1.906781, -0.743743, 6.560531], [0.653597, -0.206577, 6.179095], [-0.091913, 0.357876, 4.677739], [1.653460, -0.255242, 4.655601], [0.008776, 2.913984, -4.779404], [1.405402, 2.824410, -4.191227], [2.355474, 3.549591, -4.967588], [2.770648, 5.019876, -4.451459], [4.162453, 5.354819, -5.594403], [1.707089, 5.937788, -4.761137], [3.242113, 4.973438, -3.085243], [0.145662, 2.860227, -5.860882], [-0.562815, 3.801722, -4.526288], [-0.503165, 1.997878, -4.476986], [1.491225, 3.109181, -3.133906], [1.753328, 1.792462, -4.096203], [3.728918, 4.862165, -6.466277], [5.030763, 4.892501, -5.142099], [4.231245, 6.418447, -5.787031], [-1.805032, -3.474933, -0.754605], [-0.882852, -4.184954, 0.217375], [-1.476927, -5.105444, 1.144710], [-0.905478, -6.614939, 1.281597], [0.080918, -6.419285, 2.791741], [-2.042200, -7.428198, 1.622412], [0.008720, -6.900426, 0.199060], [-1.315707, -2.523901, -0.971539], [-2.769347, -3.237161, -0.300570], [-1.989982, -4.028512, -1.673792], [-0.007560, -4.555738, -0.323151], [-0.420623, -3.439795, 0.876076], [0.710202, -5.531692, 2.762419], [0.711417, -7.304925, 2.759225], [-0.596418, -6.293096, 3.630657], [5.455048, 3.767036, 4.902485], [4.744269, 2.818893, 4.265065], [5.345518, 1.593445, 3.982799], [4.560263, 0.629892, 3.356463], [3.281566, 0.927475, 2.885339], [2.718681, 2.151880, 3.196821], [3.449808, 3.122695, 3.875173], [6.298208, 1.367782, 4.440992], [4.888392, -0.397970, 3.459630], [2.754687, 0.154071, 2.340549], [1.762863, 2.502946, 2.825192], [3.148121, 4.141879, 4.076927], [5.673812, -0.478812, 0.928644], [5.292151, 0.674493, 0.354102], [4.086132, 0.763514, -0.312355], [3.693116, 1.970377, -0.929077], [4.408283, 3.123023, -0.649801], [5.594463, 3.028631, 0.081045], [6.046292, 1.827210, 0.520917], [3.509831, -0.145248, -0.452396], [2.730527, 1.931186, -1.421098], [4.008796, 4.101162, -0.875531], [6.021860, 4.003456, 0.282605], [6.940449, 1.707911, 1.127567], [-0.978636, 0.678949, 1.923168], [-0.711986, 0.454605, 0.625186], [0.386844, -0.287870, 0.214754], [0.514379, -0.588623, -1.107441], [-0.303781, -0.029518, -2.081375], [-1.415214, 0.712306, -1.662775], [-1.649204, 0.900851, -0.298598], [0.910712, -0.795556, 1.018924], [1.277884, -1.274954, -1.459861], [-0.209854, -0.167019, -3.148934], [-2.061868, 1.155729, -2.409228], [-2.571202, 1.364080, 0.022748], [-5.202594, 5.183348, -0.067629], [-4.491501, 5.059853, -1.203699], [-5.018387, 5.626767, -2.338128], [-4.348856, 5.562200, -3.534559], [-3.176592, 4.814343, -3.617934], [-2.677163, 4.205538, -2.463131], [-3.274076, 4.382157, -1.240829], [-5.933830, 6.205309, -2.286543], [-4.718357, 6.016686, -4.444072], [-2.745681, 4.604446, -4.587337], [-1.845048, 3.527485, -2.606568], [-3.032774, 3.701176, -0.431973], [-4.537579, 0.034851, 4.085992], [-4.856502, 0.402235, 2.838175], [-4.299264, -0.222489, 1.752859], [-4.727566, 0.090459, 0.480698], [-5.587062, 1.166505, 0.298931], [-6.130547, 1.849776, 1.380716], [-5.802572, 1.427098, 2.657272], [-3.503776, -0.918819, 2.010318], [-4.268467, -0.379647, -0.377949], [-5.789618, 1.361475, -0.748295], [-6.800993, 2.692138, 1.284380], [-6.132655, 1.853506, 3.598073], [2.674748, -5.321297, -2.588562], [1.953320, -6.243272, -3.544275], [0.563844, -5.640541, -3.625732], [0.750061, -4.224845, -3.465009], [1.946866, -3.967703, -2.754324], [3.756240, -5.250311, -2.680364], [2.438840, -5.598017, -1.557643], [1.815999, -7.229754, -3.095113], [2.416499, -6.328960, -4.526592], [-0.060072, -5.970134, -2.787231], [0.035146, -5.887683, -4.545339], [1.698055, -3.548648, -1.774910], [2.606687, -3.249292, -3.254429], [3.393056, -4.537562, 2.323665], [4.091488, -4.769389, 1.007710], [3.896321, -3.435364, 0.286104], [2.638382, -2.953905, 0.778069], [2.534030, -3.280795, 2.135133], [4.152847, -4.309049, 3.083176], [2.891484, -5.349006, 2.853007], [3.621852, -5.586747, 0.448057], [5.108224, -5.150776, 1.111124], [3.985648, -3.536197, -0.793129], [4.638721, -2.699928, 0.610705], [1.518240, -3.525852, 2.437423], [2.903082, -2.543443, 2.857229]],
  "forces_ev_per_angstrom": [[0.09, -0.42, 0.74], [0.41, 0.37, -1.32], [-1.60, -0.08, 1.44], [1.41, 0.36, -0.09], [-0.04, -0.32, 0.04], [0.59, -0.38, 0.25], [-0.43, 0.98, -1.21], [0.14, 0.18, 0.47], [0.07, -0.27, -0.07], [-0.28, -0.13, -0.42], [-0.20, 0.12, 0.07], [-0.07, 0.01, 0.20], [-0.10, -0.23, -0.20], [0.01, -0.26, 0.02], [0.00, 0.03, 0.02], [0.20, -0.85, 0.70], [-1.83, 0.16, -1.00], [0.89, 0.55, 0.39], [-0.70, -0.39, -1.91], [-0.30, -0.24, -0.11], [0.21, -0.18, 1.23], [0.17, 0.17, -0.04], [0.03, 0.07, 0.21], [0.37, 0.62, -0.01], [0.05, -0.20, -0.26], [0.30, 0.07, 0.29], [0.47, 0.02, -0.15], [-0.34, -0.11, 0.28], [0.38, -0.09, -0.16], [0.09, 0.42, 0.56], [0.32, -0.25, -0.90], [-0.25, -0.13, 0.84], [1.28, 0.05, -1.11], [-0.79, 1.15, 1.10], [-0.64, -1.50, -0.60], [-0.82, 0.10, 0.07], [0.31, -0.28, 0.81], [0.09, 0.08, 0.36], [-0.28, 0.09, 0.11], [-0.01, -0.05, 0.05], [-0.15, -0.22, -0.19], [0.22, 0.22, -0.17], [0.22, -0.34, 0.03], [0.37, 0.29, -0.27], [0.03, 0.68, 0.07], [0.60, -0.66, -0.21], [-0.32, -0.44, 1.55], [1.11, 0.93, -0.12], [0.33, 0.98, 0.26], [-1.91, -0.98, 0.58], [0.16, -0.41, 0.00], [-0.28, -0.35, -0.79], [-0.27, 0.03, -0.04], [0.18, 0.08, 0.11], [-0.29, 0.17, 0.01], [-0.33, 0.61, -0.20], [-0.01, -0.01, -0.86], [0.82, -0.07, -0.30], [0.19, -0.03, -0.36], [0.00, 0.08, 0.36], [-0.39, -0.19, 0.45], [1.36, 1.45, 0.33], [-0.17, -1.37, -0.80], [0.20, 1.26, 1.14], [-0.26, 0.06, -0.96], [0.83, 0.28, -0.68], [-0.86, -0.04, 0.41], [-0.06, -0.07, -0.29], [0.03, -0.05, 0.10], [0.10, -0.03, -0.01], [-0.34, -0.75, 0.08], [-0.29, 0.18, -0.04], [-0.06, 0.00, -0.44], [-0.09, -0.10, 0.62], [0.00, -0.51, 0.06], [0.10, 0.03, 0.10], [0.08, -0.38, -0.72], [-0.90, 0.29, 0.81], [0.02, 0.02, 0.99], [0.22, -0.35, 0.47], [0.02, 1.14, -0.60], [1.04, -0.16, 0.26], [0.12, -0.06, -0.21], [0.16, 0.01, -0.80], [-0.24, 0.12, 0.05], [-0.20, -0.55, -0.06], [-0.53, -0.14, -0.07], [0.18, -0.09, -0.12], [-0.83, 1.33, -0.57], [0.33, -0.45, -1.01], [-0.05, -0.87, 1.32], [-0.32, -0.28, 0.11], [-1.17, 1.40, -0.83], [1.17, -1.43, 1.26], [-0.15, 0.08, 0.08], [0.05, 0.40, -0.20], [0.10, -0.06, -0.43], [0.68, -0.39, 0.30], [0.05, 0.29, -0.14], [0.34, -0.02, 0.28], [-0.75, 0.04, -1.28], [-0.91, -0.29, 1.98], [0.88, -0.25, -1.75], [-1.28, 0.66, 0.36], [0.79, -0.20, 0.34], [0.09, 0.29, -0.26], [0.48, 0.06, -0.32], [0.16, 0.07, 0.31], [0.51, -0.36, 0.08], [-0.24, -0.10, 0.11], [0.16, 0.21, 0.20], [0.24, -0.25, 0.18], [0.48, 0.10, -0.30], [-0.68, 1.12, 0.12], [0.94, -0.69, -0.65], [-0.38, -0.13, 0.41], [0.34, 0.10, -1.45], [-1.35, -1.00, 0.60], [-0.05, -0.17, 0.21], [-0.27, 0.10, 0.16], [0.23, 0.18, 0.06], [0.14, 0.08, 0.42], [0.36, 0.51, 0.31], [0.29, 0.00, 0.22], [-1.49, 1.18, -1.25], [0.80, -0.91, 1.10], [0.36, 0.75, 0.15], [-0.02, -0.63, -0.72], [0.00, -0.16, 0.30], [1.08, -0.74, 1.09], [-0.12, -0.27, -0.54], [-0.11, -0.15, 0.01], [-0.41, 0.57, 0.21], [-0.01, -0.02, -0.26], [-0.45, 0.42, -0.33], [-0.55, 0.64, 0.91], [-0.45, -0.77, 0.20], [0.08, 0.49, 0.63], [-0.12, 0.22, -0.81], [0.48, -0.25, 0.20], [-0.01, -0.07, -0.20], [0.26, -0.48, -0.07], [0.44, -0.15, -0.30], [0.07, 0.05, 0.03], [0.06, -0.24, -0.01], [0.05, 0.40, -0.14], [0.03, 0.06, 0.01], [-0.40, 0.15, -0.35], [1.09, 0.28, 1.91], [-0.39, -1.15, -0.66], [0.71, 0.03, 1.19], [-0.40, 0.37, -1.25], [0.19, -1.34, 0.85], [0.12, 0.20, -0.19], [-0.32, -0.31, -0.83], [-0.34, 0.27, -0.11], [0.20, 0.61, 0.10], [-0.71, 0.23, -0.08], [0.29, -0.14, -0.09], [-0.25, 0.47, -0.54], [-0.07, 0.55, -0.56]],
  "smiles": "CCOS(C)(=O)=O.CCOS(C)(=O)=O.CCOS(C)(=O)=O.CCOS(C)(=O)=O.CCOS(C)(=O)=O.Fc1ccccc1.Fc1ccccc1.Fc1ccccc1.Fc1ccccc1.Fc1ccccc1.C1CCOC1.C1CCOC1",
  "orbital_gap_ev": 9.275,
  "mol_weight_g_mol": 1245.54,
  "homo_ha": -0.329,
  "e_tot_ev": -158840.86563
}